Density functional theory data (wB97M-V/def2-TZVPD) for 17 unconnected molecules or ions with the total composition C34H102O17 in a non-equilibrium geometry.

Last columns: bonded neighbours and bond lengths (Å).
Positions of all 153 atoms, in Å:
1 C -2.84761 1.16835 -3.18402  C2 1.512, H4 1.090, H5 1.090, H6 1.090
2 C -3.48622 1.04581 -4.54891  C1 1.512, O3 1.424, H7 1.090, H8 1.090
3 O -4.89274 0.87712 -4.40326  C2 1.424, H9 0.960
4 H -1.99073 1.83626 -3.27203  C1 1.090
5 H -2.70296 0.20765 -2.68981  C1 1.090
6 H -3.47574 1.84516 -2.60481  C1 1.090
7 H -3.14507 0.23081 -5.18726  C2 1.090
8 H -3.32618 1.87581 -5.23710  C2 1.090
9 H -5.30761 0.91906 -5.26796  O3 0.960
10 C -4.59299 -5.34820 -0.64593  C11 1.552, H13 1.090, H14 1.090, H15 1.090
11 C -5.90056 -6.18193 -0.58088  C10 1.552, O12 1.401, H16 1.090, H17 1.090
12 O -6.13375 -6.51948 0.75903  C11 1.401, H18 0.960
13 H -4.56757 -4.51670 -1.35025  C10 1.090
14 H -3.80046 -6.03731 -0.93770  C10 1.090
15 H -4.34285 -4.88616 0.30909  C10 1.090
16 H -5.71249 -7.17720 -0.98358  C11 1.090
17 H -6.71722 -5.80234 -1.19497  C11 1.090
18 H -5.43193 -7.04674 1.14768  O12 0.960
19 C -0.36872 -5.60427 3.44345  C20 1.449, H22 1.090, H23 1.090, H24 1.090
20 C -1.51260 -5.42182 2.57233  C19 1.449, O21 1.452, H25 1.090, H26 1.090
21 O -1.85715 -6.58303 1.77175  C20 1.452, H27 0.960
22 H -0.21234 -4.81535 4.17915  C19 1.090
23 H 0.50260 -5.91964 2.86949  C19 1.090
24 H -0.53542 -6.44763 4.11355  C19 1.090
25 H -1.32444 -4.61957 1.85881  C20 1.090
26 H -2.29021 -5.01958 3.22166  C20 1.090
27 H -1.64813 -6.36860 0.85964  O21 0.960
28 C 3.05130 0.27424 3.10945  C29 1.573, H31 1.090, H32 1.090, H33 1.090
29 C 1.57685 0.63538 3.52122  C28 1.573, O30 1.397, H34 1.090, H35 1.090
30 O 1.20369 1.93675 3.17692  C29 1.397, H36 0.960
31 H 3.21887 -0.73584 3.48328  C28 1.090
32 H 3.56969 1.07679 3.63413  C28 1.090
33 H 3.30449 0.44101 2.06247  C28 1.090
34 H 1.44894 0.26698 4.53907  C29 1.090
35 H 0.88283 -0.00298 2.97447  C29 1.090
36 H 0.32947 2.06704 3.55158  O30 0.960
37 C 0.50816 -4.19646 -1.64942  C38 1.578, H40 1.090, H41 1.090, H42 1.090
38 C -0.99616 -4.52030 -1.29850  C37 1.578, O39 1.415, H43 1.090, H44 1.090
39 O -1.13068 -5.88530 -0.95187  C38 1.415, H45 0.960
40 H 1.09981 -4.32844 -0.74353  C37 1.090
41 H 0.59395 -3.19469 -2.07036  C37 1.090
42 H 0.88112 -4.78947 -2.48448  C37 1.090
43 H -1.60378 -4.19984 -2.14478  C38 1.090
44 H -1.36123 -3.83909 -0.52989  C38 1.090
45 H -1.03371 -6.31708 -1.80379  O39 0.960
46 C 4.14751 -1.46893 -1.48770  C47 1.563, H49 1.090, H50 1.090, H51 1.090
47 C 3.76749 -2.57602 -0.45251  C46 1.563, O48 1.421, H52 1.090, H53 1.090
48 O 4.49781 -3.74134 -0.81085  C47 1.421, H54 0.960
49 H 3.95274 -1.90521 -2.46740  C46 1.090
50 H 5.22030 -1.28557 -1.42771  C46 1.090
51 H 3.60614 -0.53462 -1.33910  C46 1.090
52 H 2.68882 -2.71835 -0.38668  C47 1.090
53 H 4.12299 -2.20568 0.50903  C47 1.090
54 H 4.51067 -4.36611 -0.08208  O48 0.960
55 C -2.97243 4.82220 3.46490  C56 1.509, H58 1.090, H59 1.090, H60 1.090
56 C -4.20291 4.14488 2.91242  C55 1.509, O57 1.377, H61 1.090, H62 1.090
57 O -3.88583 2.80821 2.81950  C56 1.377, H63 0.960
58 H -2.71750 4.57173 4.49464  C55 1.090
59 H -3.13615 5.89740 3.39242  C55 1.090
60 H -2.07611 4.64198 2.87140  C55 1.090
61 H -4.54058 4.56405 1.96459  C56 1.090
62 H -5.12529 4.21160 3.48938  C56 1.090
63 H -4.66280 2.31112 2.55342  O57 0.960
64 C 7.40261 4.77635 -1.80910  C65 1.499, H67 1.090, H68 1.090, H69 1.090
65 C 6.85518 3.38285 -1.88499  C64 1.499, O66 1.431, H70 1.090, H71 1.090
66 O 6.27695 3.00079 -0.63322  C65 1.431, H72 0.960
67 H 6.57028 5.47988 -1.78981  C64 1.090
68 H 7.93876 5.00619 -2.72987  C64 1.090
69 H 8.08753 4.96171 -0.98168  C64 1.090
70 H 7.68561 2.71132 -2.10299  C65 1.090
71 H 6.14155 3.18960 -2.68593  C65 1.090
72 H 5.42260 2.57015 -0.71213  O66 0.960
73 C 0.42878 -0.91314 -4.38943  C74 1.505, H76 1.090, H77 1.090, H78 1.090
74 C 1.87686 -0.66820 -4.06102  C73 1.505, O75 1.460, H79 1.090, H80 1.090
75 O 2.36853 0.42516 -4.89409  C74 1.460, H81 0.960
76 H -0.10604 -0.08329 -3.92745  C73 1.090
77 H -0.04549 -1.83034 -4.04029  C73 1.090
78 H 0.32018 -1.01687 -5.46904  C73 1.090
79 H 2.46793 -1.55362 -4.29508  C74 1.090
80 H 1.97342 -0.34041 -3.02597  C74 1.090
81 H 2.42053 0.18722 -5.82269  O75 0.960
82 C -3.76301 4.75354 -1.19893  C83 1.529, H85 1.090, H86 1.090, H87 1.090
83 C -2.78469 5.86755 -0.82444  C82 1.529, O84 1.431, H88 1.090, H89 1.090
84 O -2.54318 6.76268 -1.91505  C83 1.431, H90 0.960
85 H -3.45029 4.21638 -2.09434  C82 1.090
86 H -4.76795 5.08757 -1.45702  C82 1.090
87 H -3.98816 4.04945 -0.39789  C82 1.090
88 H -1.84674 5.39895 -0.52652  C83 1.090
89 H -3.08136 6.43675 0.05654  C83 1.090
90 H -2.12259 7.55331 -1.56922  O84 0.960
91 C -2.30812 1.01422 5.90567  C92 1.542, H94 1.090, H95 1.090, H96 1.090
92 C -2.28047 0.51494 4.44648  C91 1.542, O93 1.397, H97 1.090, H98 1.090
93 O -1.78655 1.52030 3.61199  C92 1.397, H99 0.960
94 H -2.91504 0.30899 6.47347  C91 1.090
95 H -2.91784 1.91620 5.95817  C91 1.090
96 H -1.34775 1.08951 6.41569  C91 1.090
97 H -3.29555 0.35768 4.08181  C92 1.090
98 H -1.77613 -0.44848 4.37195  C92 1.090
99 H -2.37672 2.27543 3.55643  O93 0.960
100 C -4.81995 -1.57062 2.67155  C101 1.494, H103 1.090, H104 1.090, H105 1.090
101 C -5.07281 -2.79015 1.84702  C100 1.494, O102 1.420, H106 1.090, H107 1.090
102 O -5.42362 -2.33226 0.54934  C101 1.420, H108 0.960
103 H -4.20709 -0.90672 2.06183  C100 1.090
104 H -4.22262 -1.98555 3.48341  C100 1.090
105 H -5.79868 -1.16838 2.93303  C100 1.090
106 H -5.78480 -3.46741 2.31870  C101 1.090
107 H -4.18147 -3.41587 1.80153  C101 1.090
108 H -6.18607 -2.82920 0.24384  O102 0.960
109 C 0.42186 3.95181 -4.93523  C110 1.541, H112 1.090, H113 1.090, H114 1.090
110 C -0.82817 4.12101 -5.81975  C109 1.541, O111 1.461, H115 1.090, H116 1.090
111 O -1.23869 5.51784 -5.69839  C110 1.461, H117 0.960
112 H 0.17447 4.56228 -4.06678  C109 1.090
113 H 1.36669 4.16719 -5.43424  C109 1.090
114 H 0.47505 2.90837 -4.62458  C109 1.090
115 H -1.65391 3.47986 -5.51123  C110 1.090
116 H -0.68289 3.80154 -6.85170  C110 1.090
117 H -2.17338 5.48608 -5.48174  O111 0.960
118 C 2.55917 3.54160 -2.39159  C119 1.546, H121 1.090, H122 1.090, H123 1.090
119 C 3.12549 3.79876 -0.97597  C118 1.546, O120 1.350, H124 1.090, H125 1.090
120 O 3.54938 2.57336 -0.59896  C119 1.350, H126 0.960
121 H 1.75712 2.80471 -2.34921  C118 1.090
122 H 3.36247 3.30073 -3.08786  C118 1.090
123 H 2.21513 4.47824 -2.83026  C118 1.090
124 H 2.48255 4.18989 -0.18745  C119 1.090
125 H 3.95982 4.49650 -1.04776  C119 1.090
126 H 2.76975 2.07528 -0.34264  O120 0.960
127 C 2.50987 -7.94360 0.78704  C128 1.530, H130 1.090, H131 1.090, H132 1.090
128 C 3.19625 -6.71997 0.17578  C127 1.530, O129 1.375, H133 1.090, H134 1.090
129 O 4.53130 -6.70909 0.50258  C128 1.375, H135 0.960
130 H 2.52963 -8.76876 0.07514  C127 1.090
131 H 1.50655 -7.73113 1.15624  C127 1.090
132 H 3.01434 -8.35889 1.65948  C127 1.090
133 H 2.72651 -5.79046 0.49743  C128 1.090
134 H 3.11746 -6.72531 -0.91136  C128 1.090
135 H 5.03984 -7.11129 -0.20540  O129 0.960
136 C -0.04062 -1.03716 0.36685  C137 1.470, H139 1.090, H140 1.090, H141 1.090
137 C -0.27428 0.41334 0.30618  C136 1.470, O138 1.460, H142 1.090, H143 1.090
138 O 0.94344 1.21384 0.39873  C137 1.460, H144 0.960
139 H 0.09938 -1.22988 1.43050  C136 1.090
140 H 0.75044 -1.53543 -0.19355  C136 1.090
141 H -0.97226 -1.54924 0.12616  C136 1.090
142 H -0.95995 0.64623 1.12088  C137 1.090
143 H -0.87412 0.59414 -0.58580  C137 1.090
144 H 1.00981 1.68115 1.23468  O138 0.960
145 C 3.76261 4.33500 4.37963  C146 1.537, H148 1.090, H149 1.090, H150 1.090
146 C 4.96971 4.57484 3.45883  C145 1.537, O147 1.441, H151 1.090, H152 1.090
147 O 5.11207 5.99450 3.25942  C146 1.441, H153 0.960
148 H 2.87666 4.75449 3.90294  C145 1.090
149 H 3.90136 4.75210 5.37707  C145 1.090
150 H 3.56929 3.27662 4.55441  C145 1.090
151 H 4.81043 4.13781 2.47306  C146 1.090
152 H 5.85861 4.11806 3.89392  C146 1.090
153 H 5.48988 6.41840 4.03348  O147 0.960

Net charge ... 0
LUMO ... 0.2 eV
E_HOMO ... -9.22 eV
Relative energy (zero: lowest compared OMol25 entry of this formula, charge and spin) ... 117.4 kcal per mole
Largest force on an atom ... 3.57 eV/Å